# 1
An isolated molecule of C3H8N2P2. Source: the OMol25 dataset; level of theory: ωB97M-V/def2-TZVPD.

Spin multiplicity   3
LUMO energy (spin up / spin down)   0.034 / -0.066 hartree

Last column: Löwdin spin population.
Geometry (Å):
C  -0.282  2.436  -0.016  0.042
C  1.565  -1.605  -0.099  0.260
C  -0.900  1.090  -0.042  0.233
N  -1.167  -1.480  0.173  0.247
N  -2.100  0.824  -0.256  0.170
P  -2.728  -0.735  -0.047  0.067
P  0.169  -0.482  0.708  0.866
H  0.181  2.686  -1.013  0.005
H  -0.975  3.175  0.171  0.002
H  0.533  2.359  0.759  0.024
H  2.563  -1.044  0.045  0.007
H  1.339  -2.525  0.401  0.020
H  1.230  -1.701  -1.148  0.015
H  -1.081  -2.553  0.322  0.002
H  -2.862  -0.383  1.255  0.041

Forces on the atoms, in the same order (eV/Å):
C 3.0 -1.7 -1.0
C -0.3 1.2 0.1
C -0.1 -1.0 2.5
N 1.1 -2.2 0.6
N -0.8 0.7 -2.2
P 1.0 -0.3 -0.7
P -0.1 1.2 -2.3
H -0.2 -0.3 1.0
H -1.6 1.5 0.7
H -0.6 0.5 -0.8
H -1.7 -1.4 -0.1
H 1.1 -0.9 0.3
H 0.5 0.3 0.5
H -0.3 2.7 -0.4
H -0.9 -0.2 2.0

# 2
An isolated molecule of C3BrF4N. Source: the OMol25 dataset; level of theory: ωB97M-V/def2-TZVPD.

Spin multiplicity   1
LUMO energy   -0.029 hartree

Last column: natural (NBO) charge in e.
Geometry (Å):
N  0.566  2.451  0.876  -0.180
C  0.145  1.482  0.444  0.194
C  -0.462  0.323  -0.228  0.077
F  -0.350  0.468  -1.848  -0.368
Br  -2.266  0.093  0.095  0.225
C  0.367  -0.941  0.055  0.940
F  0.035  -1.968  -0.638  -0.270
F  0.339  -1.293  1.373  -0.322
F  1.626  -0.614  -0.129  -0.297

Forces on the atoms, in the same order (eV/Å):
N 0.3 0.3 0.4
C -0.7 -0.5 -1.3
C 0.6 0.1 -3.2
F 0.1 -0.1 4.4
Br -0.7 0.0 0.2
C 0.9 0.6 2.0
F -0.6 -1.0 -1.1
F -1.0 0.4 -0.4
F 1.2 0.1 -1.0

# 3
A cluster of 2 separate species, C3H7O3 in total. Source: the OMol25 dataset; level of theory: ωB97M-V/def2-TZVPD.

Total charge   -1
Spin multiplicity   1
LUMO energy   0.156 hartree

Last column: natural (NBO) charge in e.
Geometry (Å):
C  0.108  1.320  -2.354  -0.736
C  -0.513  0.673  -1.097  0.770
O  0.317  0.417  -0.187  -0.828
O  -1.751  0.564  -1.095  -0.771
H  0.941  0.735  -2.751  0.194
H  0.483  2.311  -2.056  0.197
H  -0.661  1.501  -3.100  0.193
C  -0.137  -1.154  2.365  -0.273
O  1.082  -1.803  1.891  -0.779
H  1.229  -1.468  0.996  0.490
H  -0.303  -0.314  1.698  0.248
H  -0.887  -1.949  2.318  0.151
H  0.092  -0.833  3.372  0.144

Forces on the atoms, in the same order (eV/Å):
C -0.1 0.5 0.1
C 0.3 0.5 -0.2
O 0.0 -0.4 0.1
O -0.1 -0.3 0.2
H -0.1 0.0 0.0
H 0.1 -0.3 0.0
H 0.0 -0.2 -0.2
C 1.5 -1.0 -0.7
O 0.0 0.2 0.0
H -0.2 0.2 0.1
H -0.6 0.1 0.0
H -0.5 0.6 0.2
H -0.3 0.1 0.4

# 4
An isolated molecule of C3H4N2O. Source: the OMol25 dataset; level of theory: ωB97M-V/def2-TZVPD.

Spin multiplicity   1
LUMO energy   0.029 hartree

Last column: natural (NBO) charge in e.
Geometry (Å):
O  2.247  -0.214  -0.009  -0.652
C  0.959  0.120  0.241  0.414
C  0.025  -0.856  -0.028  -0.304
N  -1.142  -0.138  -0.148  -0.505
C  -0.849  1.146  0.138  0.187
N  0.433  1.349  0.398  -0.475
H  1.904  -0.918  -0.615  0.493
H  0.066  -1.883  0.303  0.227
H  -2.038  -0.518  -0.391  0.419
H  -1.605  1.912  0.111  0.197

Forces on the atoms, in the same order (eV/Å):
O -0.1 -0.5 -0.2
C -0.6 -0.2 -0.2
C -0.6 0.2 0.6
N -0.4 0.1 0.6
C -0.3 0.3 0.0
N -0.1 -0.2 -0.5
H 2.2 0.2 0.3
H -0.1 -0.1 -0.6
H -0.1 0.1 0.1
H 0.0 0.1 0.0

# 5
The ion C6H8N with charge +1. Source: the OMol25 dataset; level of theory: ωB97M-V/def2-TZVPD.

Total charge   +1
Spin multiplicity   1
LUMO energy   -0.193 hartree

Last column: natural (NBO) charge in e.
Geometry (Å):
C  0.187  -0.082  2.003  -0.289
C  -0.703  -0.347  0.900  -0.002
C  0.977  0.737  -0.022  0.202
C  -0.264  0.261  -0.248  -0.131
C  -0.456  -1.348  -2.022  -0.020
C  -0.785  0.069  -1.593  -0.588
N  1.274  0.607  1.224  -0.434
H  -0.219  0.528  2.695  0.274
H  0.473  -1.040  2.396  0.289
H  -1.731  -0.683  0.763  0.266
H  1.774  1.195  -0.728  0.270
H  -0.371  -1.481  -3.138  0.137
H  -0.457  0.914  -2.289  0.247
H  -1.890  -0.331  -1.608  0.316
H  2.190  1.001  1.666  0.464

Forces on the atoms, in the same order (eV/Å):
C 2.0 -1.3 -3.5
C -2.2 1.7 -2.8
C 4.3 2.2 -0.5
C -2.7 -2.2 0.1
C 0.0 0.5 -0.1
C 0.3 -1.5 -2.6
N 3.0 0.7 3.5
H -1.2 2.1 2.6
H 0.8 -0.3 0.6
H 0.3 -0.7 1.3
H -1.7 -0.7 1.2
H -0.4 0.6 0.7
H -1.2 -0.9 0.7
H 1.0 1.2 -0.2
H -2.3 -1.2 -1.0

# 6
A structure of composition C11H17CuN3O4. Source: the OMol25 dataset; level of theory: ωB97M-V/def2-TZVPD.

Total charge   +2
Spin multiplicity   2
LUMO energy (spin up / spin down)   -0.264 / -0.408 hartree

Last column: Löwdin spin population.
Geometry (Å):
Cu  0.442  -0.243  -0.671  0.062
C  0.144  0.650  1.050  0.018
O  -0.078  0.886  2.158  0.000
C  -0.510  1.309  -1.415  0.007
O  -0.615  2.250  -2.074  -0.001
C  -2.255  -0.156  -0.513  0.009
O  -3.288  0.328  -0.660  0.000
C  2.270  0.082  -0.921  -0.002
O  3.317  0.436  -1.243  0.000
C  0.124  -1.398  -3.422  0.002
H  1.068  -1.968  -3.339  0.000
H  -0.827  -1.957  -3.326  0.000
C  0.115  -0.081  -3.679  0.003
H  -0.833  0.450  -3.899  0.000
H  1.049  0.500  -3.839  0.000
C  -2.199  -2.938  1.766  0.000
N  -0.920  -2.899  2.464  0.035
C  -0.873  -3.734  3.653  0.007
C  0.215  -2.545  1.776  0.027
N  0.184  -2.281  0.475  0.515
N  1.374  -2.486  2.502  0.209
C  1.419  -2.188  3.926  0.026
C  2.609  -2.258  1.767  0.019
H  -2.966  -3.223  2.493  0.000
H  -2.208  -3.681  0.949  0.001
H  -2.449  -1.958  1.336  0.000
H  0.023  -4.367  3.661  0.003
H  -0.907  -3.113  4.560  0.004
H  -1.764  -4.379  3.638  0.001
H  -0.745  -2.570  0.132  0.013
H  2.326  -1.617  4.145  0.004
H  0.565  -1.585  4.238  0.006
H  1.462  -3.107  4.521  0.013
H  2.456  -2.596  0.737  0.001
H  2.880  -1.186  1.747  0.010
H  3.426  -2.821  2.244  0.007

Forces on the atoms, in the same order (eV/Å):
Cu -0.3 -0.6 0.2
C -0.9 0.6 5.8
O 0.8 -0.6 -3.9
C 0.0 4.7 -4.0
O 0.0 -2.9 2.6
C -4.1 0.7 -0.2
O 3.2 -1.4 0.4
C 5.0 1.2 -2.0
O -3.5 -1.2 1.3
C 0.0 0.0 0.3
H -0.6 0.4 0.0
H 0.7 0.3 -0.2
C 0.0 -0.1 -0.7
H 0.7 -0.4 0.2
H -0.7 -0.5 0.1
C -0.5 0.3 -0.5
N 0.8 0.0 -1.2
C -0.2 -0.4 0.7
C -0.9 -0.9 3.0
N -0.2 0.1 -0.9
N -0.3 1.1 -1.4
C 0.2 0.0 0.6
C 0.5 -0.2 -0.6
H 0.1 0.2 -0.3
H 0.0 0.0 0.3
H 0.0 -0.3 0.3
H -0.3 0.1 0.0
H 0.0 -0.4 -0.2
H 0.5 0.2 0.1
H 0.4 0.3 0.0
H -0.1 -0.1 -0.3
H 0.0 -0.1 -0.2
H 0.0 0.3 0.0
H 0.4 0.0 0.4
H -0.1 -0.3 0.3
H -0.3 0.2 -0.2

Let's list DFT total energy in order: -911.16468; -3142.50214; -344.27724; -301.42771; -287.71628; -2534.31480 Ha.
Let's list ΔE to the lowest compared entry with this formula, charge and spin in order: 0.0; 9.9; 20.7; 37.4; 150.6; 0.0 kcal/mol.
Let's list M in order: 134.1; 205.9; 91.1; 84.1; 94.1; 318.8 g/mol.